(1)
DFT (ωB97M-V with the def2-TZVPD basis set) results for a molecular structure, C22H64BrNNbO11 at a distorted geometry.

## Properties
Net charge: -1
Multiplicity: 1

```
100
C22H64BrNNbO11 ωB97M-V with the def2-TZVPD basis set
C 4.92 -2.13 -1.06
C 4.96 -1.01 -0.33
C 5.89 0.12 -0.63
O 7.02 0.15 -0.16
O 5.40 1.08 -1.44
C 5.10 2.35 -0.76
C 3.59 2.54 -0.70
C 3.01 2.01 0.61
C 1.62 2.52 1.02
C 0.74 3.10 -0.07
C 0.34 2.18 -1.25
Nb -0.23 0.06 -0.80
Br -0.58 -2.54 -0.44
N -2.14 0.37 -1.64
C -3.27 -0.43 -1.17
C -3.48 -0.40 0.34
C -4.91 -0.90 0.66
C -4.84 -2.16 1.53
H 4.07 -2.79 -0.96
H 5.72 -2.41 -1.73
H 4.31 -0.96 0.52
H 5.55 2.28 0.23
H 5.57 3.11 -1.37
H 3.40 3.60 -0.87
H 3.21 1.92 -1.50
H 3.07 0.93 0.58
H 3.71 2.32 1.40
H 1.10 1.75 1.59
H 1.79 3.33 1.74
H 1.27 3.96 -0.48
H -0.16 3.51 0.39
H 1.10 2.27 -2.03
H -0.55 2.62 -1.70
H -0.71 0.49 0.92
H 1.50 -0.22 -0.27
H 0.37 -0.35 -2.48
H -2.03 0.28 -2.65
H -3.26 -1.46 -1.55
H -4.18 0.01 -1.58
H -2.78 -1.05 0.86
H -3.39 0.63 0.64
H -5.47 -0.10 1.13
H -5.43 -1.17 -0.25
H -4.29 -2.92 0.97
H -4.33 -1.98 2.47
H -5.83 -2.58 1.71
C 2.10 -5.13 0.98
O 2.98 -4.75 -0.07
H 1.36 -4.35 1.11
H 1.59 -6.07 0.73
H 2.66 -5.25 1.91
H 3.63 -5.44 -0.18
C 2.14 0.11 -5.15
O 0.79 -0.17 -4.84
H 2.49 0.86 -4.44
H 2.76 -0.78 -5.06
H 2.24 0.52 -6.17
H 0.47 -0.83 -5.46
C 5.22 -1.55 3.29
O 3.81 -1.48 3.10
H 5.66 -0.64 2.90
H 5.46 -1.64 4.36
H 5.63 -2.41 2.75
H 3.42 -2.29 3.44
C -4.62 -3.85 -2.68
O -5.60 -2.83 -2.45
H -3.78 -3.40 -3.19
H -4.28 -4.27 -1.73
H -5.05 -4.64 -3.30
H -6.34 -3.23 -1.99
C -2.43 -2.07 -5.45
O -1.55 -1.70 -6.51
H -3.16 -1.27 -5.31
H -2.95 -3.00 -5.70
H -1.87 -2.20 -4.52
H -0.92 -2.41 -6.61
C -1.11 -0.46 4.33
O -0.22 -0.09 3.29
H -1.82 0.34 4.47
H -1.65 -1.38 4.07
H -0.56 -0.62 5.27
H 0.41 -0.80 3.16
C -0.79 0.29 8.38
O -1.86 0.49 7.46
H -0.60 -0.77 8.43
H 0.11 0.80 8.04
H -1.06 0.66 9.37
H -2.03 1.43 7.41
C -7.45 2.78 1.31
O -7.08 1.88 0.27
H -7.22 2.30 2.26
H -6.89 3.71 1.24
H -8.53 2.99 1.28
H -7.28 2.31 -0.57
C 3.11 6.55 -1.87
O 2.32 5.52 -2.45
H 3.53 6.16 -0.94
H 3.92 6.84 -2.54
H 2.50 7.43 -1.64
H 1.94 5.86 -3.26
```



(2)
DFT (ωB97M-V with the def2-TZVPD basis set) results for a molecular structure, C23H25N2OSTi at a distorted geometry.

## Properties
Net charge: +1
Multiplicity: 1

```
53
C23H25N2OSTi ωB97M-V with the def2-TZVPD basis set
C 0.29 0.37 3.67
C -0.79 0.34 2.74
C -0.47 -0.61 1.73
H -1.75 0.85 2.85
C 0.83 -1.14 1.99
C 1.30 -0.54 3.20
H 1.31 -1.94 1.45
C 1.28 3.53 1.26
C -0.03 3.20 1.73
C -0.69 2.42 0.72
H -0.50 3.56 2.65
C 0.24 2.25 -0.36
C 1.49 2.84 0.02
H -1.15 -0.99 0.96
H 2.24 -0.79 3.69
H 0.30 0.92 4.61
H 2.38 2.86 -0.62
H -1.74 2.14 0.69
H 1.96 4.25 1.70
Ti 1.07 1.24 1.76
C -0.04 1.66 -1.73
C 0.59 2.55 -2.82
C -1.55 1.54 -1.99
H 0.17 3.57 -2.75
H 0.37 2.14 -3.80
H 1.67 2.62 -2.70
H -2.01 2.53 -1.97
H -2.04 0.90 -1.25
H -1.71 1.11 -2.99
C 0.60 0.25 -1.72
C 0.55 -0.54 -3.02
H 0.09 -0.33 -0.93
H 1.66 0.31 -1.43
O 0.36 -0.06 -4.14
N 0.72 -1.89 -2.88
C 0.87 -2.63 -1.63
H 0.78 -2.41 -3.75
C -0.47 -3.03 -1.02
C -0.47 -3.84 0.11
H 0.49 -4.18 0.52
C -1.68 -4.23 0.70
H -1.66 -4.85 1.60
C -2.90 -3.81 0.14
H -3.84 -4.13 0.60
C -2.90 -3.01 -1.00
H -3.83 -2.68 -1.45
C -1.68 -2.61 -1.59
H -1.68 -2.01 -2.50
H 1.45 -2.05 -0.90
H 1.46 -3.54 -1.84
S 3.55 3.47 4.95
C 3.00 2.54 3.81
N 2.52 1.87 2.93
```



(3)
DFT (ωB97M-V with the def2-TZVPD basis set) results for 2 unconnected molecules or ions with the total composition H2 at a distorted geometry.

## Properties
Multiplicity: 1

```
2
H2 ωB97M-V with the def2-TZVPD basis set
H 0.00 0.00 1.38
H 0.00 0.00 -1.38
```



For the records above, the corresponding HOMO-LUMO gap values read 6.36, 6.76, 5.80 eV.